1.
Entry from OMol25: a cluster of 2 separate species, C2H2N2O4 in total at a distorted geometry (ωB97M-V/def2-TZVPD).

Geometry as XYZ:
```
10
Properties=species:S:1:pos:R:3
C -1.1108 -0.7010 -0.1440
C 0.7238 0.5951 -0.7681
N 0.6344 1.7215 -0.4436
N -0.0136 -1.0301 0.7972
O 0.0117 -0.2341 1.7276
O -1.4517 -1.4112 -1.0332
O 0.3783 2.7788 -0.0460
O 0.8500 -1.8060 0.5900
H -1.5518 0.1486 0.3815
H 1.5297 -0.0617 -1.0614
```

Kohn-Sham gap = 9.27 eV
SMILES = O=C[N+](=O)[O-].C#[N+][O-]
lowest unoccupied orbital energy = -1.69 eV
HOMO energy = -10.96 eV


2.
Entry from OMol25: a structure of composition C9H10NO6Yb at a distorted geometry (ωB97M-V/def2-TZVPD).

Geometry as XYZ:
```
27
Properties=species:S:1:pos:R:3
O -1.4774 0.4538 -4.7044
C -0.9626 -0.0658 -3.7532
Yb -0.1080 0.2977 -0.0166
O -1.8882 2.5881 -2.1604
C -1.2960 1.6973 -1.7584
C 1.0068 -1.8604 -0.0327
O 1.6276 -2.7850 0.2912
C 2.0421 0.7764 -1.2133
O 3.1015 1.1879 -1.3752
C -2.0031 -1.2798 -0.2863
O -2.9465 -1.8920 -0.0708
H 0.1198 -1.2341 -1.6312
C -0.1654 1.4138 5.6436
N -0.0416 1.6624 4.1928
C 0.2250 3.1040 3.9032
C -0.1609 0.7336 3.2353
C -0.4276 -0.7077 3.6040
O -0.0470 1.0822 2.0033
H -0.0342 2.3811 6.1206
H 0.6156 0.7343 5.9926
H -1.1545 1.0219 5.8885
H 1.2160 3.2610 3.4067
H -0.5877 3.5742 3.2934
H 0.2509 3.5990 4.8959
H -1.3480 -1.0510 3.0898
H 0.4426 -1.3288 3.3026
H -0.5794 -0.8410 4.6932
```

Kohn-Sham gap (spin up / spin down) = 7.06 / 7.02 eV
spin multiplicity = 2
charge = +2
lowest unoccupied orbital energy (spin up / spin down) = -8.92 / -8.92 eV
HOMO energy (spin up / spin down) = -15.98 / -15.94 eV


3.
Entry from OMol25: a structure of composition C15H12ClLiN3O4 at a distorted geometry (ωB97M-V/def2-TZVPD).

Geometry as XYZ:
```
36
Properties=species:S:1:pos:R:3
Li -0.1286 1.2592 0.2207
O -0.1529 -3.9679 -1.1556
C -1.4588 -3.7451 -0.8871
C -2.3718 -4.8185 -0.9636
C -3.7410 -4.6184 -0.7391
C -4.2508 -3.3463 -0.5863
C -3.3973 -2.2671 -0.5695
C -1.9924 -2.4433 -0.7077
C -1.1285 -1.2899 -0.5776
O -1.5622 -0.1837 -0.1986
N 0.1434 -1.4720 -1.0187
N 0.8411 -0.3624 -0.9069
C 2.1167 -0.2201 -1.2158
C 2.8472 0.9302 -0.5970
C 4.2316 1.0989 -0.7015
C 4.7750 2.2441 -0.1540
C 3.9268 3.2313 0.3835
C 2.6064 2.9145 0.5262
N 2.0822 1.7933 0.0961
H 0.2977 -3.0565 -1.2239
H -2.0107 -5.7800 -1.3228
H -4.4188 -5.4565 -0.7738
H -5.3350 -3.2216 -0.4271
H -3.7951 -1.2387 -0.3786
H 2.6806 -0.8820 -1.9104
H 4.8290 0.2850 -1.1009
H 5.8812 2.3154 -0.1440
H 4.3733 4.1469 0.8095
H 1.8901 3.6056 0.9873
Cl -0.8819 5.5236 2.2742
C -1.3350 3.8821 2.6602
C -0.8660 2.8079 1.5971
O -0.3562 1.7733 2.0998
O -1.0612 3.0289 0.3976
H -2.4369 3.8233 2.6101
H -0.8412 3.7065 3.5982
```

Kohn-Sham gap = 7.47 eV
charge = -1
lowest unoccupied orbital energy = 2.62 eV
HOMO energy = -4.84 eV


4.
Entry from OMol25: a cluster of 2 separate species, C2HClNO2 in total at a distorted geometry (ωB97M-V/def2-TZVPD).

Geometry as XYZ:
```
7
Properties=species:S:1:pos:R:3
C 2.4029 0.8927 0.0864
C 3.1865 -0.3435 0.0355
N 1.9125 1.9217 0.0282
O 2.6433 -1.3924 0.3938
O 4.3500 -0.1562 -0.3642
Cl -0.2019 -0.6285 0.0801
H -0.3352 0.7558 -0.0061
```

Kohn-Sham gap = 8.64 eV
charge = -1
lowest unoccupied orbital energy = 3.72 eV
HOMO energy = -4.92 eV


5.
Entry from OMol25: a cluster of 2 separate species, C2H5N3 in total at a distorted geometry (ωB97M-V/def2-TZVPD).

Geometry as XYZ:
```
10
Properties=species:S:1:pos:R:3
C -2.4476 0.0027 -0.1396
C -0.0283 -0.8280 -0.1693
N -3.4254 -0.3690 0.3207
N 0.0003 1.3781 -0.1349
N -0.6045 0.3820 -0.7723
H 1.1307 -0.7812 -0.3406
H -0.1881 -0.7603 0.9117
H -0.6199 -1.7436 -0.6638
H -0.4020 2.2467 -0.1506
H 0.3234 1.1024 0.7563
```

Kohn-Sham gap = 9.60 eV
lowest unoccupied orbital energy = -0.35 eV
HOMO energy = -9.95 eV


6.
Entry from OMol25: the molecule C3H6O2 (ωB97M-V/def2-TZVPD).

Geometry as XYZ:
```
11
Properties=species:S:1:pos:R:3
C -1.5367 -0.0257 -0.1414
C -0.1659 -0.1736 0.4683
O -0.0031 -0.2393 1.6695
C 1.0779 -0.1601 -0.4146
O 1.9680 0.8239 0.0485
H -2.2552 -0.6604 0.3838
H -1.5470 -0.2365 -1.2138
H -1.8389 1.0198 0.0054
H 0.8494 0.0521 -1.4626
H 1.5148 -1.1707 -0.3589
H 1.9367 0.7705 1.0159
```

Kohn-Sham gap = 10.80 eV
SMILES = CC(=O)CO
lowest unoccupied orbital energy = 0.90 eV
HOMO energy = -9.89 eV